Molecular formula: C26H19F3N3O2PdS7
Method: DFT, wB97M-V/def2-TZVPD

Geometry as ORCA input:
```
! wB97M-V def2-TZVPD RIJCOSX def2/J DEFGRID3
* xyz 1 5
Pd 0.37 0.99 0.11
C 6.17 2.52 -4.55
C 5.46 2.17 -3.27
C 6.07 2.35 -2.03
C 5.42 2.03 -0.85
C 4.13 1.53 -0.91
C 3.48 1.34 -2.13
C 4.16 1.66 -3.30
S 3.33 1.13 0.60
O 2.35 2.15 0.93
O 4.33 0.82 1.58
N 2.35 -0.17 0.25
C 2.85 -1.37 -0.01
C 4.25 -1.66 -0.11
C 4.70 -2.96 -0.23
C 3.81 -4.02 -0.29
C 2.41 -3.79 -0.26
C 1.48 -4.85 -0.36
C 0.15 -4.56 -0.38
C -0.25 -3.22 -0.30
N 0.59 -2.21 -0.19
C 1.90 -2.48 -0.16
H 7.22 2.72 -4.38
H 5.72 3.41 -5.00
H 6.08 1.71 -5.27
H 7.08 2.74 -1.99
H 5.91 2.15 0.11
H 2.48 0.93 -2.17
H 3.66 1.52 -4.25
H 4.97 -0.86 -0.05
H 5.76 -3.15 -0.27
H 4.17 -5.03 -0.38
H 1.84 -5.87 -0.41
H -0.60 -5.34 -0.45
H -1.30 -2.97 -0.32
F -5.69 -0.51 -0.91
C -4.84 -0.64 0.12
F -5.57 -1.03 1.18
F -4.01 -1.64 -0.18
C -4.17 0.68 0.41
C -5.05 1.73 0.65
C -4.55 2.98 0.97
C -3.17 3.13 1.05
N -2.32 2.15 0.80
C -2.79 0.94 0.47
S -1.55 -0.27 0.15
H -6.11 1.56 0.59
H -5.20 3.82 1.16
H -2.73 4.09 1.31
C 2.88 5.16 -2.73
S 1.41 6.18 -2.42
C 0.90 5.68 -0.83
C 0.52 4.39 -0.40
S 0.44 3.06 -1.42
S 0.01 4.32 1.26
C 0.16 6.01 1.63
S -0.19 6.64 3.08
S 0.76 6.94 0.30
H 3.01 5.16 -3.81
H 2.73 4.15 -2.38
H 3.74 5.62 -2.26
*
```

Output
- orbital gap (spin up / spin down) (eV) = 7.55 / 5.57
- HOMO (spin up / spin down) (eV) = -10.6 / -11.0